1.
ORCA calculation (the ωB97M-V functional and the def2-TZVPD basis) on 2 unconnected molecules or ions with the total composition C5H10O2.

Geometry as XYZ:
```
17
Properties=species:S:1:pos:R:3:mulliken_charge:R:1
C 1.7746 0.6475 0.9458 -0.542
O 1.1102 -1.0907 0.1364 -0.577
C 0.4745 -0.7735 -1.1024 -0.488
C -0.7428 0.1218 -0.9178 -0.170
C -1.9470 -0.3821 -0.1604 -0.628
C -1.0328 0.6281 0.4811 -0.105
O -0.1930 0.2251 1.4988 -0.756
H 2.5848 0.3882 0.2713 0.279
H 2.0006 0.4593 1.9886 0.307
H 1.3417 1.6212 0.7505 0.337
H 1.2164 -0.2677 -1.7333 0.297
H 0.2114 -1.7145 -1.6069 0.295
H -0.9357 0.7921 -1.7523 0.374
H -2.9309 -0.0656 -0.4977 0.280
H -1.9111 -1.3985 0.2274 0.225
H -1.4193 1.6445 0.5769 0.393
H 0.3985 -0.8352 0.8940 0.478
```

Its multiplicity is 1. The frontier orbital gap is 8.35 eV. The total energy is -9436.886 eV. The value obtained for the relative energy (zero: lowest compared OMol25 entry of this formula, charge and spin) is 594.03 kJ/mol. The calculation puts the HOMO energy at -8.358 eV.


2.
ORCA calculation (the ωB97M-V functional and the def2-TZVPD basis) on C5H10O2 in the gas phase.

Geometry as XYZ:
```
17
Properties=species:S:1:pos:R:3:mulliken_charge:R:1
C 2.0667 -0.0449 -0.4927 -1.354
C 0.7923 0.1922 0.2954 0.183
O 0.0874 1.2484 -0.3841 -0.418
C -1.3203 1.0916 -0.2233 -0.509
C -1.4815 -0.0597 0.7594 -0.522
C -0.2559 -0.9232 0.4326 -0.058
O -0.4139 -1.6966 -0.7398 -0.574
H 2.5194 0.9362 -0.6650 0.358
H 1.8652 -0.5007 -1.4664 0.252
H 2.7902 -0.6660 0.0440 0.373
H 1.0605 0.5097 1.3172 0.303
H -1.7799 0.8688 -1.1987 0.260
H -1.7648 2.0200 0.1504 0.308
H -1.3730 0.3320 1.7781 0.291
H -2.4366 -0.5824 0.6801 0.321
H -0.0355 -1.6339 1.2344 0.425
H -0.3451 -1.1044 -1.5004 0.363
```

Its multiplicity is 1. Its SMILES is C[C@H]1OCC[C@H]1O. The frontier orbital gap is 10.61 eV. The total energy is -9441.718 eV. The value obtained for the relative energy (zero: lowest compared OMol25 entry of this formula, charge and spin) is 127.83 kJ/mol. The calculation puts the HOMO energy at -9.661 eV.